# 1
25
Properties=species:S:1:pos:R:3:lowdin_charge:R:1 method="wB97M-V/def2-TZVPD" total_energy_ev=-12073.1498 de_lowest_ev=6.416 lumo_ev=-3.6 orbital_gap_ev=8.5673 smiles="C[C@H]1[C@@H]2C3=C[C@]34C[C@@H]4[N@@H+](C)[C@H]12" charge=+1 fmax_ev_per_a=4.35
C 2.329 -2.004 -0.323 -0.06
C 0.962 -1.381 -0.424 -0.36
C -0.147 -1.649 0.567 -0.01
C -1.625 -1.713 0.208 0.05
C -2.862 -1.338 0.638 0.16
C -2.212 -0.368 -0.152 -0.35
C -2.407 0.672 -1.156 0.02
C -1.556 0.938 0.094 -0.14
N -0.050 0.981 -0.038 -0.08
C 0.301 2.168 0.787 -0.01
C 0.820 -0.134 0.385 -0.06
H 2.595 -2.070 0.774 0.10
H 3.128 -1.261 -0.836 0.14
H 2.176 -2.899 -0.893 0.08
H 0.789 -1.435 -1.567 0.18
H 0.111 -2.203 1.383 0.10
H -3.776 -1.715 0.959 0.10
H -3.398 1.120 -1.194 0.13
H -1.970 0.629 -2.121 0.10
H -1.881 1.596 0.872 0.14
H 0.174 1.288 -1.079 0.24
H -0.465 2.986 0.597 0.13
H 0.226 1.796 1.769 0.09
H 1.306 2.632 0.626 0.13
H 1.525 -0.114 1.246 0.17

# 2
28
Properties=species:S:1:pos:R:3:lowdin_charge:R:1 method="wB97M-V/def2-TZVPD" total_energy_ev=-26457.1204 de_lowest_ev=3.373 lumo_ev=0.6 orbital_gap_ev=8.6738 smiles="OCCNC(=S)NCc1ccccc1" charge=0 fmax_ev_per_a=5.54
O -1.919 -1.112 1.646 -0.15
C -0.918 -1.719 2.557 -0.23
C 0.365 -1.951 1.748 -0.20
N 0.769 -0.605 1.254 0.00
C 1.991 -0.443 0.750 -0.98
S 3.294 -1.330 1.144 0.65
N 2.201 0.708 0.148 -0.06
C 1.176 1.811 0.095 -0.15
C 0.200 1.656 -0.941 -0.28
C -1.155 1.929 -0.804 -0.01
C -2.135 1.166 -1.668 -0.10
C -1.739 0.424 -2.691 -0.16
C -0.353 0.237 -2.837 -0.11
C 0.645 0.729 -1.977 -0.02
H -2.017 -1.781 0.856 0.13
H -0.814 -1.044 3.482 0.14
H -1.395 -2.610 2.903 0.09
H 1.277 -2.427 2.325 0.11
H 0.035 -2.641 0.917 0.13
H -0.031 -0.067 0.825 0.13
H 3.134 0.737 -0.087 0.06
H 0.902 1.906 1.232 0.17
H 1.867 2.608 -0.157 0.13
H -1.609 2.751 -0.093 0.14
H -3.203 0.991 -1.369 0.12
H -2.321 -0.084 -3.542 0.14
H -0.067 -0.273 -3.814 0.12
H 1.820 0.433 -1.902 0.17